Formula: C4H6F2O4P
Source: OMol25
Level of theory: the ωB97M-V functional and the def2-TZVPD basis

Values from the calculation:
charge	-1
HOMO-LUMO gap (alpha / beta)	0.239 / 0.258	Eh
HOMO energy (alpha / beta)	-3.1844 / -3.7271	eV

XYZ file:
```
17
C4H6F2O4P (the ωB97M-V functional and the def2-TZVPD basis)
C 0.54831 -1.11378 0.58884
C -0.21880 0.19958 0.22155
C 0.73429 -1.88827 -0.72801
C -0.48162 0.92008 1.45408
O 1.31575 1.42781 -3.07131
O -1.15877 1.02270 -2.46528
O 0.55989 1.06448 -0.60763
O -1.13218 2.18392 1.39198
F 1.89641 -2.50805 -0.93359
F -0.20166 -2.98761 -0.84451
P 0.27569 0.84695 -2.20005
H 1.56229 -1.02026 0.93523
H 0.02598 -1.54646 1.38193
H -1.01829 -0.24243 -0.45775
H 0.57302 1.12134 1.93435
H -1.20683 0.30576 2.24696
H -2.07349 2.21424 1.15322
```